Computed, not measured: C22H51N2O7Sr as an isolated structure in a non-equilibrium geometry, with the ωB97M-V functional and the def2-TZVPD basis.

```
83
Properties=species:S:1:pos:R:3
Sr -2.994 -3.881 -0.806
C -0.444 -1.259 1.857
C -1.068 -2.193 0.836
O -1.403 -1.649 -0.252
O -1.347 -3.411 1.070
H 0.606 -1.579 1.831
H -0.815 -1.393 2.869
H -0.531 -0.226 1.543
C 1.186 -5.374 2.934
O -0.019 -4.760 3.396
H 1.051 -6.466 2.932
H 1.392 -5.097 1.898
H 2.070 -5.227 3.552
H -0.475 -4.505 2.587
C 1.257 1.664 -0.661
O 1.921 1.686 0.610
H 0.364 1.058 -0.474
H 0.965 2.682 -0.909
H 1.845 1.286 -1.500
H 2.156 0.777 0.816
O -1.764 -0.419 -3.225
H -2.212 0.366 -3.565
H -1.990 -0.440 -2.287
C -3.247 1.767 2.374
C -2.756 3.155 2.931
C -1.559 3.598 2.069
C -1.950 4.101 0.683
C -2.967 5.221 0.912
C -4.234 4.813 1.647
N -3.807 4.189 2.922
O -4.903 3.768 3.699
C -4.976 6.109 2.009
C -5.172 3.920 0.811
C -2.222 2.873 4.327
H -3.869 1.270 3.119
H -2.326 1.200 2.248
H -3.820 1.876 1.458
H -0.952 4.372 2.545
H -0.942 2.695 2.076
H -2.498 3.337 0.108
H -1.128 4.396 0.036
H -3.206 5.555 -0.103
H -2.431 5.974 1.494
H -5.871 5.947 2.609
H -4.341 6.714 2.658
H -5.207 6.642 1.087
H -5.365 2.962 1.306
H -6.183 4.322 0.755
H -4.765 3.650 -0.164
H -1.368 2.199 4.363
H -2.968 2.502 5.036
H -1.945 3.813 4.817
H -5.354 3.088 3.167
C 4.513 -4.086 -4.521
C 4.098 -2.851 -3.702
C 2.822 -2.280 -4.347
C 1.933 -1.411 -3.450
C 1.598 -2.160 -2.172
C 2.867 -2.666 -1.448
N 3.723 -3.380 -2.386
O 4.620 -4.244 -1.760
C 3.620 -1.503 -0.790
C 2.365 -3.614 -0.362
C 5.281 -1.871 -3.648
H 4.575 -3.833 -5.580
H 3.770 -4.871 -4.386
H 5.467 -4.468 -4.162
H 3.184 -1.582 -5.106
H 2.261 -3.112 -4.765
H 1.002 -1.182 -3.977
H 2.333 -0.420 -3.229
H 0.936 -3.012 -2.353
H 1.089 -1.536 -1.430
H 4.678 -1.769 -0.701
H 3.665 -0.644 -1.468
H 3.268 -1.146 0.178
H 1.639 -3.123 0.292
H 1.876 -4.518 -0.734
H 3.184 -3.963 0.270
H 5.039 -0.802 -3.708
H 5.953 -1.987 -4.504
H 5.920 -1.943 -2.766
H 5.304 -3.693 -1.336
```

Calculated values
electronic energy	-1535.4055	Ha
LUMO energy	-0.217	hartree
E_HOMO	-10.1172	eV
orbital gap	4.20	eV
total charge	+1